Density functional theory data (the ωB97M-V functional and the def2-TZVPD basis) for a single CH4INS molecule in a non-equilibrium geometry.

Geometry as XYZ:
```
8
CH4INS (the ωB97M-V functional and the def2-TZVPD basis)
C 1.108 -0.431 0.366
N -1.174 0.249 -0.699
S 0.351 0.920 -0.593
I -2.665 0.719 0.811
H 0.981 -1.414 -0.147
H 1.042 -0.398 1.483
H 2.171 -0.302 0.374
H -1.816 0.656 -1.595
```

The structure (SMILES) is CSNI. The value obtained for the energy relative to the best compared isomer or geometry (same formula, charge and spin) is 138.9 kJ/mol. The net charge is 0. The value obtained for the largest force on an atom is 4.77 eV Å⁻¹. Its molar mass is 189.02 g/mol. Its HOMO-LUMO gap is 7.95 eV.

Density functional theory data (the ωB97M-V functional and the def2-TZVPD basis) for a molecular structure, CH4INS in a non-equilibrium geometry.

Geometry as XYZ:
```
8
CH4INS (the ωB97M-V functional and the def2-TZVPD basis)
C 0.260 -0.978 0.004
N -0.649 -0.121 -0.780
S 0.287 2.428 -0.125
I -2.511 -0.193 -0.171
H 0.190 -0.679 1.024
H -0.029 -1.962 -0.282
H 1.172 -0.741 -0.345
H 1.279 2.246 0.675
```

The value obtained for the energy relative to the best compared isomer or geometry (same formula, charge and spin) is 344.5 kJ/mol. The net charge is 0. The value obtained for the largest force on an atom is 3.70 eV Å⁻¹. Its molar mass is 189.02 g/mol. Its HOMO-LUMO gap (spin up / spin down) is 7.20 / 8.28 eV.